No. 1
Below is 5 unconnected molecules or ions with the total composition C30H76N4O8P2, with properties calculated with ωB97M-V/def2-TZVPD.

Results
- 2S+1 = 1
- strongest force on any atom (eV Å⁻¹) = 0.44
- net charge = 0
- frontier orbital gap (eV) = 8.85
- SMILES = CCCC[PH]#P(C)C.COCCNCCOC.COCCNCCOC.COCCNCCOC.COCCNCCOC

Structure (XYZ):
```
120
C30H76N4O8P2, DFT ωB97M-V/def2-TZVPD
C 3.50 2.73 3.91
C 3.90 1.90 2.67
C 2.80 1.00 2.10
C 1.41 1.65 1.93
P 0.18 0.95 3.12
P -1.72 1.39 2.16
C -2.83 0.23 3.05
C -2.29 3.00 2.84
H 2.43 2.69 4.12
H 3.78 3.78 3.78
H 4.01 2.37 4.80
H 4.73 1.26 2.96
H 4.29 2.56 1.90
H 3.13 0.65 1.12
H 2.73 0.11 2.73
H 1.48 2.73 2.06
H 1.04 1.48 0.92
H 0.24 1.98 4.09
H -3.81 0.26 2.58
H -2.42 -0.78 2.96
H -2.93 0.49 4.10
H -3.33 3.15 2.55
H -2.22 3.05 3.92
H -1.69 3.80 2.41
C -3.89 0.97 -6.07
O -4.43 1.80 -5.07
C -4.88 1.11 -3.92
C -4.07 1.51 -2.71
N -2.70 1.03 -2.82
C -1.81 1.48 -1.76
C -1.50 2.97 -1.67
O -0.75 3.47 -2.76
C -1.50 3.86 -3.89
H -3.65 1.60 -6.93
H -2.98 0.47 -5.74
H -4.61 0.21 -6.39
H -4.83 0.03 -4.07
H -5.93 1.38 -3.75
H -4.53 1.06 -1.82
H -4.14 2.60 -2.60
H -2.33 1.31 -3.72
H -0.86 0.94 -1.88
H -2.23 1.16 -0.80
H -0.89 3.13 -0.78
H -2.42 3.56 -1.54
H -2.49 4.23 -3.61
H -1.62 3.05 -4.61
H -0.95 4.67 -4.38
C 2.40 3.05 -1.89
O 3.73 3.36 -2.27
C 4.75 2.77 -1.47
C 5.53 1.74 -2.26
N 4.71 0.57 -2.52
C 5.32 -0.42 -3.41
C 5.56 -0.03 -4.86
O 4.37 0.20 -5.59
C 3.87 1.52 -5.55
H 1.73 3.67 -2.48
H 2.16 1.99 -2.08
H 2.24 3.26 -0.83
H 4.32 2.32 -0.58
H 5.43 3.57 -1.16
H 6.40 1.43 -1.66
H 5.91 2.22 -3.17
H 3.83 0.86 -2.92
H 4.67 -1.30 -3.41
H 6.27 -0.74 -2.97
H 6.07 -0.86 -5.35
H 6.22 0.84 -4.94
H 4.68 2.25 -5.48
H 3.18 1.68 -4.72
H 3.33 1.69 -6.49
C 5.88 -1.65 0.29
O 6.71 -2.55 0.99
C 7.07 -2.12 2.29
C 6.37 -2.94 3.35
N 4.94 -2.68 3.34
C 4.15 -3.52 4.22
C 4.10 -5.01 3.91
O 3.44 -5.32 2.70
C 4.26 -5.34 1.55
H 5.77 -2.02 -0.73
H 4.88 -1.59 0.74
H 6.31 -0.65 0.26
H 6.82 -1.06 2.42
H 8.15 -2.22 2.40
H 6.77 -2.68 4.33
H 6.62 -4.00 3.17
H 4.59 -2.77 2.39
H 3.12 -3.15 4.21
H 4.52 -3.40 5.24
H 3.52 -5.50 4.70
H 5.10 -5.47 3.92
H 5.28 -5.68 1.78
H 4.32 -4.36 1.06
H 3.82 -6.04 0.84
C -9.62 0.18 0.94
O -9.59 -1.21 1.19
C -9.23 -2.00 0.06
C -7.92 -2.72 0.32
N -6.82 -1.78 0.40
C -5.54 -2.37 0.78
C -5.43 -2.98 2.18
O -5.54 -2.03 3.22
C -6.84 -1.77 3.69
H -9.98 0.66 1.85
H -8.63 0.58 0.70
H -10.30 0.42 0.12
H -9.14 -1.37 -0.83
H -10.02 -2.73 -0.10
H -7.74 -3.41 -0.51
H -8.05 -3.32 1.23
H -7.06 -1.05 1.06
H -4.78 -1.60 0.70
H -5.28 -3.15 0.05
H -4.43 -3.42 2.27
H -6.15 -3.79 2.34
H -7.48 -2.66 3.63
H -7.33 -0.96 3.14
H -6.76 -1.48 4.74
```



No. 2
Below is a molecular structure, C43H39BrF4NOPPdSTe, with properties calculated with ωB97M-V/def2-TZVPD.

Results
- 2S+1 = 2
- ΔE to the lowest compared entry with this formula, charge and spin (kcal/mol) = 56.4
- strongest force on any atom (eV Å⁻¹) = 0.85
- net charge = +1
- expectation value of S² = 1.182
- frontier orbital gap (spin up / spin down) (eV) = 5.84 / 6.10

Structure (XYZ):
```
93
C43H39BrF4NOPPdSTe, DFT ωB97M-V/def2-TZVPD
Pd -0.05 -0.44 -0.26
F 3.57 5.66 0.04
C 3.30 4.38 -0.07
C 4.33 3.45 -0.01
F 5.58 3.85 0.14
C 4.03 2.10 -0.12
F 5.04 1.23 -0.09
C 2.73 1.64 -0.28
P 2.35 -0.17 -0.21
C 3.33 -0.82 -1.58
C 3.45 -0.09 -2.76
C 4.12 -0.63 -3.85
C 4.69 -1.90 -3.76
C 4.57 -2.63 -2.59
C 3.88 -2.10 -1.51
C 3.16 -0.64 1.35
C 2.41 -0.38 2.50
C 2.93 -0.67 3.75
C 4.19 -1.24 3.85
C 4.94 -1.49 2.71
C 4.43 -1.19 1.46
C 1.73 2.60 -0.38
Br -0.07 2.12 -0.75
C 2.00 3.95 -0.27
F 1.03 4.84 -0.37
H 3.03 0.91 -2.84
H 4.21 -0.06 -4.76
H 5.21 -2.31 -4.61
H 5.01 -3.61 -2.52
H 3.79 -2.67 -0.59
H 1.41 0.04 2.41
H 2.35 -0.47 4.64
H 4.60 -1.48 4.83
H 5.93 -1.93 2.79
H 5.03 -1.36 0.58
C -3.54 -1.50 0.60
S -2.46 -0.07 0.77
C -3.46 1.10 -0.18
H -3.66 -1.76 -0.45
H -4.50 -1.26 1.05
H -3.09 -2.34 1.13
H -4.38 1.30 0.37
H -3.69 0.69 -1.16
H -2.91 2.03 -0.28
C 2.31 -5.32 -7.40
C 1.91 -4.68 -6.10
C 2.05 -5.36 -4.90
C 1.66 -4.79 -3.69
C 1.84 -5.56 -2.40
C 1.10 -3.51 -3.71
Te 0.35 -2.68 -1.77
N -0.74 -2.70 0.03
C -0.32 -2.85 1.30
O -0.04 -1.87 2.01
C -0.34 -4.26 1.80
C -1.25 -4.69 2.76
C -1.29 -6.02 3.13
C -0.41 -6.93 2.56
C 0.51 -6.51 1.61
C 0.53 -5.18 1.22
C -1.60 -2.50 -2.58
C -2.09 -1.23 -2.85
C -3.37 -1.07 -3.35
C -4.17 -2.18 -3.55
C -3.69 -3.45 -3.26
C -2.39 -3.64 -2.79
C -1.88 -5.02 -2.50
C 0.96 -2.79 -4.89
C 0.41 -1.39 -4.93
C 1.38 -3.39 -6.08
H 2.72 -6.31 -7.24
H 3.06 -4.71 -7.91
H 1.45 -5.41 -8.06
H 2.48 -6.35 -4.89
H 2.34 -6.51 -2.59
H 0.87 -5.79 -1.94
H 2.43 -4.99 -1.69
H -1.92 -3.97 3.23
H -2.00 -6.36 3.87
H -0.45 -7.97 2.85
H 1.20 -7.21 1.17
H 1.24 -4.84 0.48
H -1.46 -0.36 -2.71
H -3.74 -0.08 -3.61
H -5.18 -2.07 -3.93
H -4.33 -4.31 -3.41
H -2.69 -5.75 -2.48
H -1.37 -5.04 -1.54
H -1.17 -5.33 -3.28
H 0.66 -0.84 -4.02
H -0.67 -1.40 -5.04
H 0.83 -0.84 -5.78
H 1.28 -2.84 -7.01
```



No. 3
Below is a molecular structure, C14H25ClN3O3PPd in a non-equilibrium geometry, with properties calculated with ωB97M-V/def2-TZVPD.

Results
- 2S+1 = 5
- ΔE to the lowest compared entry with this formula, charge and spin (kcal/mol) = 2.9
- strongest force on any atom (eV Å⁻¹) = 5.00
- net charge = +2
- expectation value of S² = 6.027
- frontier orbital gap (spin up / spin down) (eV) = 8.43 / 4.98

Structure (XYZ):
```
48
C14H25ClN3O3PPd, DFT ωB97M-V/def2-TZVPD
Cl 0.90 2.97 -1.90
C -2.60 4.57 0.64
C -3.52 3.57 1.04
C -3.57 2.58 0.04
H -4.12 3.57 1.97
C -2.72 3.00 -1.05
C -2.14 4.26 -0.66
H -1.52 4.86 -1.34
H -2.35 5.49 1.21
H -4.21 1.67 0.00
C -2.62 2.37 -2.40
Pd -1.11 2.56 0.43
C -1.48 0.76 1.00
C 0.51 3.32 1.26
O -2.02 -0.07 1.59
O 1.49 3.64 1.78
H -2.93 1.32 -2.35
H -1.58 2.43 -2.74
H -3.27 2.89 -3.12
C 0.94 -3.28 2.06
N 0.82 -1.89 1.62
C 0.92 -0.92 2.71
P 0.83 -1.40 0.03
O -0.16 -0.33 -0.31
N 2.39 -0.93 -0.33
C 2.69 0.23 -1.15
C 3.54 -1.58 0.28
N 0.56 -2.88 -0.75
C 1.19 -3.11 -2.04
C -0.86 -3.29 -0.77
H 0.17 -3.49 2.82
H 1.93 -3.47 2.51
H 0.80 -3.96 1.20
H 1.96 -0.82 3.04
H 0.56 0.07 2.40
H 0.31 -1.27 3.55
H 3.54 0.77 -0.70
H 2.96 -0.08 -2.17
H 1.83 0.93 -1.21
H 3.77 -2.54 -0.19
H 3.39 -1.75 1.35
H 4.40 -0.93 0.16
H 2.28 -3.00 -1.95
H 0.97 -4.14 -2.35
H 0.82 -2.43 -2.82
H -0.92 -4.27 -1.28
H -1.27 -3.40 0.24
H -1.49 -2.57 -1.34
```



No. 4
Below is a molecular structure, C27H33O2Ti in a non-equilibrium geometry, with properties calculated with ωB97M-V/def2-TZVPD.

Results
- 2S+1 = 3
- strongest force on any atom (eV Å⁻¹) = 8.13
- net charge = -1
- expectation value of S² = 2.020
- frontier orbital gap (spin up / spin down) (eV) = 4.02 / 6.06

Structure (XYZ):
```
63
C27H33O2Ti, DFT ωB97M-V/def2-TZVPD
O -0.16 0.07 -2.12
C 0.47 -1.29 -2.38
C 0.18 -1.41 -3.84
H -0.12 -1.95 -1.75
H 1.48 -1.24 -2.03
C -0.39 0.01 -3.77
H -0.61 -2.07 -4.10
H 1.07 -1.59 -4.46
C -1.83 -0.07 -4.15
H -2.36 -0.69 -3.40
H -1.90 -0.62 -5.09
H -2.37 0.87 -4.28
C 0.60 1.01 -4.37
H 1.60 0.79 -3.97
H 0.39 2.05 -4.16
H 0.63 0.88 -5.46
Ti -0.77 0.85 -0.56
C 0.34 3.15 0.93
C 0.95 1.98 1.39
C 1.34 1.18 0.25
H 1.11 1.70 2.42
C 1.05 1.97 -0.94
C 0.27 3.10 -0.51
H -0.03 3.91 -1.16
H 0.07 4.02 1.54
H 1.91 0.26 0.31
H 1.48 1.78 -1.94
C -4.33 2.11 -1.68
C -3.17 2.81 -2.13
C -2.03 1.92 -2.10
H -3.17 3.84 -2.49
C -2.59 0.64 -1.61
C -3.95 0.81 -1.30
H -4.55 -0.01 -0.91
H -5.35 2.47 -1.65
H -1.35 2.03 -2.95
H -2.13 -0.37 -1.47
O 3.78 -0.99 1.39
C 4.46 -1.28 0.16
C 4.57 -2.82 0.01
H 5.42 -0.80 0.18
H 3.91 -0.87 -0.71
C 3.59 -3.39 1.09
H 5.60 -3.19 0.20
H 4.24 -3.11 -1.00
C 3.00 -2.16 1.78
H 4.18 -3.97 1.80
H 2.83 -3.99 0.61
H 3.07 -2.24 2.87
H 1.92 -2.02 1.58
C -1.48 0.29 1.34
C -1.63 0.12 2.58
C -1.74 -0.05 4.00
C -0.53 -0.13 4.75
C -0.54 -0.43 6.11
C -1.75 -0.65 6.79
C -2.96 -0.58 6.08
C -2.96 -0.22 4.72
H 0.43 -0.03 4.24
H 0.40 -0.55 6.66
H -1.74 -0.91 7.85
H -3.88 -0.83 6.59
H -3.93 -0.13 4.20
```



No. 5
Below is 10 unconnected molecules or ions with the total composition C27H78N6O12 in a non-equilibrium geometry, with properties calculated with ωB97M-V/def2-TZVPD.

Results
- 2S+1 = 1
- ΔE to the lowest compared entry with this formula, charge and spin (kcal/mol) = 449.3
- strongest force on any atom (eV Å⁻¹) = 10.96
- net charge = 0
- frontier orbital gap (eV) = 8.16

Structure (XYZ):
```
123
C27H78N6O12, DFT ωB97M-V/def2-TZVPD
O 12.32 11.96 44.82
H 12.51 11.20 45.37
H 11.71 12.63 45.11
H 12.16 11.37 43.97
C 10.05 13.53 46.22
O 11.06 14.26 45.95
O 9.09 14.24 46.82
O 9.92 12.43 45.82
H 9.49 14.96 47.28
C 12.69 15.95 39.45
C 11.21 16.60 39.57
C 10.99 16.81 40.99
O 10.86 15.53 41.74
C 10.36 15.63 43.10
N 11.25 17.95 38.89
H 13.48 16.54 40.04
H 12.96 16.03 38.41
H 12.79 14.98 39.97
H 10.30 15.92 39.02
H 10.03 17.56 41.28
H 11.78 17.29 41.56
H 9.23 15.92 43.32
H 10.98 16.15 43.98
H 10.26 14.72 43.47
H 11.44 18.69 39.58
H 10.29 18.30 38.91
C 10.15 17.76 46.98
C 11.52 17.32 47.52
C 12.01 18.29 48.61
O 12.07 19.55 48.08
C 12.23 20.71 48.85
N 11.32 15.97 47.95
H 9.96 17.12 46.06
H 10.06 18.74 46.77
H 9.18 17.80 47.67
H 12.10 17.26 46.60
H 12.88 17.99 48.96
H 11.38 18.45 49.50
H 13.13 20.50 49.36
H 11.44 20.82 49.62
H 12.12 21.61 48.19
H 12.04 15.61 48.30
H 11.30 15.38 47.10
C 10.49 13.75 51.20
C 10.38 15.14 51.43
C 11.73 15.79 51.56
O 11.74 17.11 52.13
C 13.01 17.65 52.16
N 9.74 15.88 50.45
H 10.74 13.08 52.04
H 11.03 13.36 50.32
H 9.47 13.49 50.84
H 9.80 15.23 52.36
H 12.38 15.75 50.45
H 12.54 15.16 52.16
H 13.16 18.70 52.47
H 13.56 17.78 51.13
H 13.69 17.24 52.88
H 10.33 15.89 49.61
H 9.59 16.95 50.70
C 18.27 15.91 43.92
C 17.75 14.65 44.25
C 16.23 14.51 44.10
O 15.57 15.17 45.21
C 14.25 15.33 44.91
N 18.36 13.73 43.27
H 19.41 15.93 43.75
H 17.98 16.58 44.62
H 17.87 16.51 43.02
H 18.18 14.36 45.20
H 16.05 13.48 44.14
H 15.79 14.61 43.11
H 13.71 14.32 44.75
H 13.98 15.99 44.05
H 13.90 15.73 45.89
H 19.43 13.77 43.04
H 18.33 12.72 43.42
C 12.75 12.15 48.04
C 12.39 10.66 48.18
C 11.68 10.31 49.40
O 12.55 10.35 50.58
C 11.97 10.05 51.86
N 11.55 10.43 47.07
H 11.84 12.64 48.21
H 13.21 12.28 47.09
H 13.58 12.40 48.75
H 13.16 9.86 48.31
H 11.38 9.38 49.41
H 10.92 10.72 49.70
H 11.24 10.78 51.93
H 12.80 10.28 52.55
H 11.78 9.17 52.24
H 10.59 10.86 47.12
H 11.15 9.46 47.04
C 7.62 12.30 40.53
C 7.91 13.18 41.80
C 6.64 14.07 42.10
O 6.65 15.17 41.35
C 5.38 15.93 41.32
N 8.25 12.36 42.93
H 6.78 11.74 40.48
H 8.50 11.67 40.31
H 7.46 12.84 39.72
H 8.84 13.77 41.80
H 6.84 14.45 43.03
H 5.65 13.56 42.17
H 4.55 15.39 41.14
H 5.47 16.79 40.82
H 5.10 16.38 42.16
H 7.36 11.83 43.22
H 8.51 12.82 43.73
C 6.72 15.90 48.73
O 6.95 15.27 49.96
H 7.65 16.43 48.40
H 5.88 16.49 48.75
H 6.65 15.15 48.00
H 7.81 15.27 50.32
C 6.83 11.77 47.53
O 7.47 11.23 46.42
H 7.40 12.39 48.28
H 6.53 11.05 48.26
H 6.10 12.32 46.94
H 8.30 11.70 46.14
```